Formula: C4H3NO2
Source: the OMol25 dataset
Level of theory: the ωB97M-V functional and the def2-TZVPD basis

HOMO level (eV): -10.477
Frontier orbital gap (eV): 10.28
Electronic energy (Eh): -359.37383
LUMO energy (eV): -0.20
Structure (SMILES): O=Cc1ccon1
2S+1: 1

Geometry (Å):
O 1.39 -0.28 -2.06
O -0.86 0.66 1.66
N 0.04 1.36 0.81
C -0.67 -0.55 -0.17
C 0.17 0.59 -0.23
C -1.23 -0.48 1.05
C 1.39 0.42 -1.08
H 2.32 0.79 -0.61
H -1.84 -1.21 1.55
H -0.70 -1.32 -0.92

---

Formula: C4H3NO2
Source: the OMol25 dataset
Level of theory: the ωB97M-V functional and the def2-TZVPD basis

HOMO level (eV): -9.384
Frontier orbital gap (eV): 9.76
Electronic energy (Eh): -359.36870
LUMO energy (eV): 0.38
2S+1: 1

Geometry (Å):
O 3.56 1.09 -0.07
O 1.84 -1.48 -0.18
N 0.61 2.02 -0.06
C 0.06 0.96 0.02
C 0.65 -1.40 -0.38
C 2.95 0.49 0.69
C -0.29 -0.32 -0.19
H -1.28 -0.57 -0.31
H 0.78 2.81 0.43
H 0.01 -2.29 -0.64

---

Formula: C4H3NO2
Source: the OMol25 dataset
Level of theory: the ωB97M-V functional and the def2-TZVPD basis

HOMO level (alpha / beta) (eV): -8.778 / -8.778
Frontier orbital gap (alpha / beta) (eV): 7.86 / 7.85
Electronic energy (Eh): -359.30057
LUMO energy (alpha / beta) (eV): -0.92 / -0.92
Structure (SMILES): O=C=C/C=C\N=O
2S+1: 1

Geometry (Å):
O 1.91 -0.72 2.10
O -2.25 -1.79 0.34
N 1.05 -0.57 1.23
C 1.02 0.54 0.50
C -1.05 -0.10 -0.85
C 0.12 0.67 -0.53
C -1.69 -0.94 -0.13
H -1.50 0.14 -1.86
H 1.95 1.18 0.28
H 0.45 1.58 -1.08

---

Formula: C4H3NO2
Source: the OMol25 dataset
Level of theory: the ωB97M-V functional and the def2-TZVPD basis

HOMO level (eV): -8.606
Frontier orbital gap (eV): 8.89
Electronic energy (Eh): -359.34684
LUMO energy (eV): 0.28
2S+1: 1

Geometry (Å):
O 0.41 0.21 4.14
O 0.95 -1.56 2.78
N -0.08 -0.81 -0.58
C 0.72 -0.68 3.48
C -0.29 1.02 -1.78
C 0.15 0.48 -0.55
C -0.70 1.82 -2.62
H -0.64 -1.19 -1.31
H 0.35 -1.44 0.05
H -0.87 2.14 -3.61

---

Formula: C4H3NO2
Source: the OMol25 dataset
Level of theory: the ωB97M-V functional and the def2-TZVPD basis

HOMO level (eV): -10.357
Frontier orbital gap (eV): 9.74
Electronic energy (Eh): -359.36079
LUMO energy (eV): -0.62
Structure (SMILES): C#CC(=O)NC=O
2S+1: 1

Geometry (Å):
O -0.18 1.52 -0.12
O 2.58 0.25 0.33
N 0.45 -0.72 -0.37
C -0.47 0.35 -0.20
C -2.93 -0.45 0.30
C -1.77 -0.07 0.02
C 1.77 -0.70 0.04
H -3.98 -0.64 0.23
H -0.02 -1.58 -0.16
H 2.07 -1.76 -0.15

---

Formula: C4H3NO2S
Source: the OMol25 dataset
Level of theory: the ωB97M-V functional and the def2-TZVPD basis

HOMO level (eV): -9.930
Frontier orbital gap (eV): 7.73
Electronic energy (Eh): -757.52344
LUMO energy (eV): -2.20
Structure (SMILES): N#CC(=S)C(=O)CO
2S+1: 1

Geometry (Å):
S 0.95 1.90 -0.54
O 0.53 -1.63 -0.80
O -1.52 0.60 0.99
N 3.52 -0.37 0.55
C 1.12 0.34 -0.03
C 0.11 -0.61 -0.38
C -1.36 -0.38 -0.05
C 2.41 -0.04 0.52
H -1.72 -1.31 0.19
H -2.07 -0.07 -0.90
H -1.98 1.57 0.45

---

Formula: C4H3NO3
Source: the OMol25 dataset
Level of theory: the ωB97M-V functional and the def2-TZVPD basis

HOMO level (eV): -8.977
Frontier orbital gap (eV): 9.30
Electronic energy (Eh): -434.53380
LUMO energy (eV): 0.32
2S+1: 1

Geometry (Å):
O 0.17 1.94 0.27
O -0.20 -1.63 -0.25
O -2.21 -0.76 -0.54
N 1.19 -1.29 0.05
C -0.22 0.58 0.08
C 1.03 0.00 0.21
C -0.94 -0.50 -0.31
C 1.51 1.44 0.50
H 1.85 1.54 1.52
H -2.70 0.04 -0.34
H 2.23 1.87 -0.19

---

Formula: C4H3NO3
Source: the OMol25 dataset
Level of theory: the ωB97M-V functional and the def2-TZVPD basis

HOMO level (eV): -9.590
Frontier orbital gap (eV): 9.88
Electronic energy (Eh): -434.64837
LUMO energy (eV): 0.29
Structure (SMILES): C=C1NC1=O.O=C=O
2S+1: 1

Geometry (Å):
O -2.34 2.40 -0.13
O 2.67 -1.85 -0.25
O 2.80 0.35 0.35
N -0.23 1.22 -0.30
C -1.55 1.52 -0.16
C 2.74 -0.75 0.05
C -1.13 0.15 -0.07
C -1.19 -1.15 0.11
H -0.30 -1.76 0.17
H -2.15 -1.64 0.19
H 0.68 1.51 0.04

---

Formula: C4H3NO3
Source: the OMol25 dataset
Level of theory: the ωB97M-V functional and the def2-TZVPD basis

HOMO level (eV): -10.737
Frontier orbital gap (eV): 10.69
Electronic energy (Eh): -434.54015
LUMO energy (eV): -0.04
Structure (SMILES): O=C1ON=C[C@@H]2O[C@H]12
2S+1: 1

Geometry (Å):
O -0.38 -0.91 -1.54
O -2.26 -1.58 -0.47
O 0.65 -0.51 1.18
N 0.81 -0.07 -1.75
C -1.21 -0.86 -0.46
C 1.16 0.71 -0.78
C 0.50 0.77 0.62
C -0.70 -0.07 0.78
H -1.27 -0.19 1.80
H 2.25 1.23 -0.83
H 0.47 1.48 1.45

---

Formula: C4H3NO3
Source: the OMol25 dataset
Level of theory: the ωB97M-V functional and the def2-TZVPD basis

HOMO level (eV): -10.314
Frontier orbital gap (eV): 10.39
Electronic energy (Eh): -434.60114
LUMO energy (eV): 0.07
2S+1: 1

Geometry (Å):
O 2.17 0.99 0.46
O 1.77 -1.17 -0.36
O -0.74 -1.08 0.31
N -2.14 0.72 -0.14
C -2.03 -0.53 0.20
C 1.32 -0.11 -0.25
C -0.84 1.12 -0.33
C -0.10 0.06 -0.20
H -2.89 -1.21 0.79
H 3.00 0.71 0.56
H -0.77 2.30 -0.15

---

Formula: C4H3NS2
Source: the OMol25 dataset
Level of theory: the ωB97M-V functional and the def2-TZVPD basis

HOMO level (eV): -8.771
Frontier orbital gap (eV): 8.33
Electronic energy (Eh): -1005.17814
LUMO energy (eV): -0.45
2S+1: 1

Geometry (Å):
S -1.98 1.61 0.74
S 1.16 1.02 0.39
N -0.98 -0.64 0.01
C -2.27 -0.39 0.22
C 1.86 -0.46 -0.41
C -0.51 0.62 0.23
C -3.25 0.42 0.32
H 1.61 -0.36 -1.43
H 2.92 -0.48 -0.22
H 1.45 -1.34 0.15

---

Formula: C4H3NS3
Source: the OMol25 dataset
Level of theory: the ωB97M-V functional and the def2-TZVPD basis

HOMO level (eV): -9.294
Frontier orbital gap (eV): 8.58
Electronic energy (Eh): -1403.46632
LUMO energy (eV): -0.71
2S+1: 1

Geometry (Å):
S -1.54 0.88 -1.28
S 1.27 -1.47 -1.07
S 1.69 0.58 1.11
N -2.06 -1.44 1.09
C 0.83 -0.29 -0.13
C -0.09 1.34 1.13
C -1.35 -0.64 0.66
C -0.54 0.34 0.13
H -0.53 1.36 2.09
H -0.09 2.40 0.82
H -0.65 2.04 -1.49

---

Formula: C4H3NaO3
Source: the OMol25 dataset
Level of theory: the ωB97M-V functional and the def2-TZVPD basis

HOMO level (alpha / beta) (eV): -12.698 / -14.259
Frontier orbital gap (alpha / beta) (eV): 8.66 / 9.10
Electronic energy (Eh): -541.97851
LUMO energy (alpha / beta) (eV): -4.03 / -5.16
2S+1: 2
Charge: +1
⟨S²⟩: 0.759

Geometry (Å):
Na -0.49 -0.65 2.96
O 0.78 0.45 1.43
O -0.44 -1.81 0.94
O 1.66 2.85 -0.66
C 1.13 1.88 -0.35
C 0.44 0.81 0.21
C -0.36 -0.07 -0.72
C -0.65 -1.45 -0.20
H -1.35 0.38 -0.93
H -0.84 -2.22 -0.98
H 0.13 -0.16 -1.69

---

Formula: C4H3NaO6
Source: the OMol25 dataset
Level of theory: the ωB97M-V functional and the def2-TZVPD basis

HOMO level (eV): -8.929
Frontier orbital gap (eV): 7.73
Electronic energy (Eh): -767.96719
LUMO energy (eV): -1.20
2S+1: 1

Geometry (Å):
Na -1.79 -1.94 0.04
O 2.68 0.82 2.87
O -1.21 0.36 -0.46
O 0.05 1.77 0.68
O 4.02 -0.36 -0.51
O -0.16 -0.37 1.35
O 2.59 0.75 0.62
C 0.84 1.98 1.83
C 2.11 1.16 1.88
C 3.43 -0.29 0.64
C -0.46 0.53 0.52
H 3.66 0.27 -1.17
H 1.13 3.04 1.81
H 0.29 1.79 2.76

---

Formula: C4H3O
Source: the OMol25 dataset
Level of theory: the ωB97M-V functional and the def2-TZVPD basis

HOMO level (eV): -2.930
Frontier orbital gap (eV): 6.65
Electronic energy (Eh): -229.24598
LUMO energy (eV): 3.72
2S+1: 1
Charge: -1

Geometry (Å):
O 0.13 0.72 1.74
C -1.25 -0.96 -0.99
C 0.94 0.23 -0.50
C -1.63 0.21 -1.23
C 0.92 0.64 0.69
H 1.48 0.19 -1.45
H -1.22 -2.02 -0.78
H 0.62 0.99 2.52

---

Formula: C4H3O2
Source: the OMol25 dataset
Level of theory: the ωB97M-V functional and the def2-TZVPD basis

HOMO level (alpha / beta) (eV): -9.685 / -9.641
Frontier orbital gap (alpha / beta) (eV): 9.11 / 8.06
Electronic energy (Eh): -304.51405
LUMO energy (alpha / beta) (eV): -0.57 / -1.58
2S+1: 2
⟨S²⟩: 0.761

Geometry (Å):
O -1.09 -0.39 2.30
O -0.77 -1.21 -0.44
C 0.00 -0.43 -1.27
C 0.43 0.78 -0.53
C -0.48 -0.11 1.35
C 0.39 0.88 0.82
H -0.53 -0.01 -2.16
H 1.08 1.42 1.48
H 0.96 -0.93 -1.54

---

Formula: C4H3O2
Source: the OMol25 dataset
Level of theory: the ωB97M-V functional and the def2-TZVPD basis

HOMO level (eV): -13.581
Frontier orbital gap (eV): 6.53
Electronic energy (Eh): -304.25966
LUMO energy (eV): -7.05
2S+1: 1
Charge: +1

Geometry (Å):
O 2.37 1.63 -0.09
O -0.18 1.12 -0.04
C 2.72 0.55 0.01
C 3.07 -0.75 0.09
C -1.33 1.38 -0.08
C 3.37 -1.91 0.17
H 3.38 -3.02 0.05
H -2.04 0.53 -0.41
H -1.91 2.35 0.19

---

Formula: C4H3O2S
Source: the OMol25 dataset
Level of theory: the ωB97M-V functional and the def2-TZVPD basis

HOMO level (eV): -4.282
Frontier orbital gap (eV): 7.62
Electronic energy (Eh): -702.87582
LUMO energy (eV): 3.34
Structure (SMILES): O=C([O-])[C@@H]1CC1=S
2S+1: 1
Charge: -1

Geometry (Å):
S -2.58 -1.60 0.39
O 0.24 1.11 2.26
O 0.98 -0.88 2.97
C 0.53 -0.08 2.20
C 0.18 -0.70 0.81
C -1.28 -0.70 0.35
C -0.47 0.32 -0.26
H -0.05 0.50 -1.29
H -0.79 1.27 0.09
H 0.70 -1.60 0.30

---

Formula: C4H3O3
Source: the OMol25 dataset
Level of theory: the ωB97M-V functional and the def2-TZVPD basis

HOMO level (eV): -4.678
Frontier orbital gap (eV): 8.43
Electronic energy (Eh): -379.84473
LUMO energy (eV): 3.75
Structure (SMILES): O=C([O-])C1=C(O)C1
2S+1: 1
Charge: -1

Geometry (Å):
O 2.49 -0.98 -0.14
O -1.75 -1.67 -0.32
O 2.44 1.26 -0.17
C -0.71 -0.37 -0.05
C 1.98 0.15 -0.09
C 0.42 0.15 0.37
C -0.96 1.00 0.24
H -1.11 1.75 -0.62
H -1.24 -2.40 -0.30
H -1.58 1.11 1.08

---

Formula: C4H3S2
Source: the OMol25 dataset
Level of theory: the ωB97M-V functional and the def2-TZVPD basis

HOMO level (alpha / beta) (eV): -2.182 / -2.810
Frontier orbital gap (alpha / beta) (eV): 5.60 / 5.77
Electronic energy (Eh): -950.45520
LUMO energy (alpha / beta) (eV): 3.41 / 2.96
2S+1: 3
Charge: -1
⟨S²⟩: 2.044

Geometry (Å):
S 1.67 -2.47 -0.08
S 4.22 1.04 0.04
C 2.48 -1.15 -0.22
C 1.49 0.58 0.07
C 0.07 0.26 0.12
C 2.77 0.22 -0.03
H -0.35 0.49 -0.92
H -0.53 0.68 0.91
H 0.15 -0.85 0.26